65
Properties=species:S:1:pos:R:3:forces:R:3:nbo_charge:R:1 method="wB97M-V/def2-TZVPD" e_above_lowest_kcal_mol=13.63 homo_ev=-7.37 lumo_ev=0.41 homo_lumo_gap_ev=7.78 multiplicity=1
C -1.1766 4.4199 3.1663 0.158 -0.039 0.000 -0.590
H 4.5672 -1.4656 1.3669 -0.040 0.014 0.043 0.215
H 5.5700 -1.2787 -1.4739 0.016 -0.006 -0.020 0.201
H 0.9544 4.2293 2.9844 -0.003 0.015 0.015 0.215
C 4.0380 -0.7507 0.7351 -0.017 -0.122 -0.132 -0.583
H -2.0766 3.8556 2.9147 -0.020 0.021 -0.007 0.207
C 3.6012 -1.4225 -0.5740 0.099 0.064 0.074 -0.271
C 4.8036 -2.0342 -1.2882 -0.134 0.007 0.041 -0.598
H 1.0262 1.7335 3.0297 0.011 -0.004 0.027 0.205
C -3.9818 -0.7022 0.7412 0.014 -0.113 -0.172 -0.585
C -3.7691 -1.2824 -0.6622 -0.044 0.047 0.077 -0.261
H -1.3831 -5.3510 0.2564 0.008 0.011 0.000 0.214
N 1.6936 0.0492 -1.0948 0.952 -0.170 -0.670 -0.462
C 0.0686 3.6611 2.6855 -0.178 -0.146 0.047 -0.254
H 0.1003 4.5646 -1.9279 -0.006 -0.083 -0.036 0.223
H 0.1807 2.4028 4.4274 -0.009 -0.094 0.017 0.223
H -5.6937 -2.2591 -0.7337 -0.012 0.014 0.007 0.216
H -3.2391 -2.2329 -0.5730 0.043 0.004 0.007 0.222
H 4.2034 0.0021 -3.1974 0.006 -0.010 0.024 0.233
C 0.1445 -2.4887 1.4229 0.086 0.125 0.136 -0.599
H 3.1756 -0.3744 1.2883 0.037 0.021 0.052 0.194
H 4.7083 0.0856 0.5264 -0.017 0.029 0.020 0.207
H 4.5123 -2.4752 -2.2420 0.032 -0.017 -0.001 0.216
H 2.1185 -2.5484 2.3047 0.041 -0.028 -0.036 0.171
H -0.7515 1.6974 3.1073 -0.022 -0.010 0.024 0.196
H -4.5980 -1.3711 1.3428 0.040 -0.003 0.031 0.217
C 3.2972 0.1719 -2.6430 -0.078 -0.048 -0.021 -0.355
H 2.1584 1.6858 -3.8246 -0.087 0.000 0.026 0.223
C -3.2566 0.2471 -2.7128 0.073 -0.069 -0.050 -0.354
N 0.0345 2.4525 0.5053 0.004 0.127 0.263 -0.437
H -2.0020 1.6910 -3.8625 0.062 0.000 0.027 0.225
C 0.0849 4.1059 -0.9539 0.008 0.046 0.261 0.007
H -3.0305 -0.5606 1.2562 -0.030 0.008 0.081 0.194
C 0.1384 2.2868 3.3450 0.063 0.086 -0.104 -0.598
C -0.6155 -4.7236 0.6935 -0.079 -0.077 -0.038 -0.270
H -1.2447 5.3989 2.6939 -0.033 0.017 0.008 0.213
H -4.9719 -2.0063 -2.3227 -0.034 0.022 -0.012 0.214
C -2.9283 -0.3494 -1.4882 -0.098 0.211 -0.225 0.196
H 2.8966 -2.2207 -0.3222 -0.021 0.009 -0.028 0.238
H -1.7787 -2.9628 0.5664 -0.016 -0.027 -0.068 0.170
B 0.0249 1.7823 -1.9993 0.041 0.141 -0.054 0.519
H 0.1491 5.7301 0.5296 -0.001 -0.018 0.037 0.229
C 2.8871 -0.4299 -1.4448 0.043 0.134 -0.171 0.200
H 2.4956 -4.9420 1.9975 -0.008 0.008 -0.006 0.214
C -5.1106 -1.5629 -1.3363 0.123 0.031 0.040 -0.598
H 5.2419 -2.8168 -0.6690 0.033 0.002 -0.019 0.217
C 0.5875 -5.2762 1.0885 -0.036 -0.073 -0.041 -0.078
N -1.7293 0.0826 -1.0860 -1.103 -0.086 -0.723 -0.459
C 0.1095 4.6793 0.2983 -0.006 -0.076 -0.102 -0.354
C -0.8111 -3.3560 0.8681 0.120 -0.014 0.107 -0.254
H 0.0158 2.4472 -2.9939 0.020 0.008 -0.037 -0.029
N 1.3107 0.9317 -2.0405 0.197 0.237 -0.475 -0.329
Sr -0.0113 -0.0507 0.4880 -0.072 -1.031 2.528 1.764
C 1.5647 -4.4925 1.6723 0.145 0.000 0.066 -0.298
Br 0.9012 -7.1405 0.8170 -0.012 0.104 0.040 0.010
H -5.6819 -0.6384 -1.4426 -0.051 -0.030 -0.031 0.205
C -2.1752 1.0458 -3.0181 -0.129 -0.072 0.121 0.015
H -1.1485 4.5619 4.2478 -0.009 -0.014 -0.007 0.210
C 0.0754 3.5911 1.1868 0.053 0.343 -0.127 0.181
N -1.2722 0.9381 -2.0298 -0.173 0.211 -0.592 -0.336
H -4.4884 0.2621 0.6671 0.031 0.024 0.053 0.209
C 1.3294 -3.1286 1.8287 -0.122 -0.062 -0.007 -0.181
H -4.1458 0.1111 -3.3023 -0.005 -0.009 0.023 0.233
C 2.2631 1.0226 -2.9823 0.153 -0.094 0.070 0.010
N 0.0394 2.7684 -0.8080 -0.006 0.503 -0.384 -0.336

69
Properties=species:S:1:pos:R:3:forces:R:3:nbo_charge:R:1 method="wB97M-V/def2-TZVPD" e_above_lowest_kcal_mol=0.00 homo_ev=-12.31 total_charge=+2 lumo_ev=-7.37 homo_lumo_gap_ev=4.94 multiplicity=1
C -1.1983 -2.3650 4.4599 0.069 0.048 0.156 0.046
H -0.5284 -0.8674 2.2735 0.002 0.013 -0.046 0.266
N 1.2045 -1.0695 -1.9801 -0.108 -0.210 -0.347 -0.427
H -2.7731 3.9477 -0.7375 -0.257 -0.112 0.007 0.489
H 1.6379 -1.1609 -5.2999 -0.064 -0.034 -0.078 0.220
H -2.3091 2.6693 -3.5002 -0.212 -0.066 0.123 0.287
N 0.0955 -2.3685 6.8935 0.110 -0.044 0.041 -0.241
C 0.1459 -2.7108 4.5558 0.008 0.029 -0.110 -0.211
C 3.2323 2.9018 -0.3765 0.564 -0.071 -0.284 -0.623
H 0.7177 -2.9892 3.6815 0.014 0.007 0.001 0.265
B 2.0901 1.8547 -3.6556 0.159 -0.307 0.077 1.175
C 0.7851 -2.3246 8.2072 -0.083 0.007 -0.032 -0.412
H 3.7192 2.0455 0.0840 -0.227 -0.208 0.153 0.204
C 2.9820 -2.5979 -2.5825 -0.296 0.178 -0.506 -0.249
H -3.1932 -1.5576 -1.3114 0.011 0.047 0.038 0.260
N -3.0741 -2.2782 0.6626 -0.009 0.049 -0.125 -0.240
C -0.1927 4.8442 -1.1452 -0.379 -0.010 -0.010 -0.983
H 0.1376 5.8759 -1.2129 0.113 0.103 -0.058 0.252
C -0.0255 0.1970 -3.6777 0.631 -0.409 -0.297 0.091
H 0.7678 1.3287 -5.2639 -0.106 -0.182 -0.143 0.239
S -1.1284 1.6502 -1.8124 -1.210 0.592 1.516 2.389
C -1.2081 -2.0495 6.8332 -0.036 0.020 -0.033 0.103
H -2.9222 -1.7646 5.6202 -0.003 0.005 0.007 0.264
H -4.7479 -2.0166 -0.5783 -0.011 -0.004 -0.024 0.246
P -1.5171 4.6437 -2.3967 -0.222 0.783 -0.772 1.174
F 0.5771 3.8741 -4.0674 0.235 0.038 0.085 -0.358
C -1.3404 2.8913 -3.0590 0.738 -0.842 0.090 -0.877
C -1.8757 -2.3203 3.1391 -0.069 -0.040 -0.213 0.024
H -0.6212 4.7062 -0.1547 0.106 -0.190 0.160 0.233
C -3.0040 -3.0984 2.8764 -0.025 -0.015 0.148 -0.215
H 0.7639 -1.3006 8.5710 0.009 -0.008 0.041 0.249
C -0.2812 2.7740 -4.1651 -0.087 0.082 -0.016 0.236
C 2.1467 -1.9563 -1.6768 0.336 -0.224 0.227 0.042
H 4.3535 2.5799 -2.1671 0.069 -0.070 -0.236 0.190
H 3.8178 3.7698 -0.0802 -0.085 0.185 0.138 0.218
H 1.8116 -2.6510 8.0834 0.005 -0.014 -0.025 0.243
H -4.4477 -3.6545 1.3771 -0.005 0.012 -0.051 0.254
O -0.9830 0.2846 -2.6043 0.007 0.540 -0.227 -0.702
H -1.6535 -0.8867 0.0769 -0.047 0.004 -0.016 0.285
C -1.3861 -1.5093 2.1244 0.119 -0.037 0.146 -0.202
C 0.6004 1.5143 -4.2037 0.305 -0.038 0.409 -0.636
C 0.7687 -2.7066 5.7840 -0.038 0.019 -0.058 0.118
O -2.3905 1.5187 -1.1170 -0.205 -0.504 -0.392 -0.992
C 1.0457 -0.8001 -3.2773 0.228 -0.341 0.470 0.180
C -3.5810 -3.0609 1.6308 0.016 -0.013 0.064 0.110
H -1.6907 -1.7917 7.7653 0.037 0.000 0.028 0.257
C -3.6999 -2.2838 -0.6830 -0.016 -0.004 0.029 -0.415
H -0.7828 2.8870 -5.1213 -0.154 0.142 -0.063 0.196
H 3.0254 3.7393 -2.3254 0.043 0.070 -0.208 0.176
H 3.7222 -3.3076 -2.2547 0.100 -0.047 0.148 0.231
O -2.8900 4.5026 -1.5206 0.301 -0.137 0.267 -0.962
C -1.8775 -2.0430 5.6331 -0.124 -0.019 -0.058 -0.198
H 2.2675 -2.1906 -0.6264 -0.048 0.090 0.146 0.177
H 0.2659 -2.9870 8.8945 0.012 0.010 0.028 0.249
H -3.4283 -3.7490 3.6285 -0.005 -0.010 -0.005 0.260
H 1.8108 -2.9661 5.8982 0.008 0.010 0.060 0.254
H 2.2072 3.0038 -0.0427 -0.128 -0.040 0.096 0.216
O 2.4365 1.7528 -2.3471 -0.230 0.677 -0.163 -0.735
C 2.8071 -2.3216 -3.9350 -0.324 0.302 0.709 -0.142
H -3.5968 -3.2811 -1.1032 -0.030 -0.002 -0.017 0.241
O -0.0458 1.9257 -0.9247 0.621 -0.307 -0.625 -0.920
H 2.7648 2.1110 -5.4651 0.117 0.285 -0.157 0.493
H -0.5460 -0.2729 -4.5091 -0.479 0.085 0.072 0.207
O 3.0514 2.2174 -4.5560 -0.175 -0.125 -0.007 -0.876
C -2.0069 -1.5074 0.8932 0.208 0.250 -0.179 0.128
H 3.4148 -2.7879 -4.6923 0.043 -0.052 -0.116 0.236
C 3.3271 2.7921 -1.8827 -0.118 -0.114 0.513 -0.058
H 0.6364 4.1666 -1.2934 0.148 -0.037 -0.008 0.255
C 1.8088 -1.4150 -4.2614 0.125 0.204 -0.485 -0.255

70
Properties=species:S:1:pos:R:3:forces:R:3:nbo_charge:R:1 method="wB97M-V/def2-TZVPD" e_above_lowest_kcal_mol=0.00 homo_ev="-5.14 / -4.92" total_charge=-1 lumo_ev="2.58 / 2.59" homo_lumo_gap_ev="7.72 / 7.50" multiplicity=2
N 0.4908 -1.0644 4.3144 -0.190 0.018 0.111 -0.391
C 0.3080 5.7704 1.0141 -0.026 -0.054 -0.027 -0.210
H 0.8091 1.9340 -3.2800 -0.012 0.031 0.014 0.219
H 2.7418 3.5620 -1.5678 -0.007 -0.011 0.038 0.191
H -0.9362 1.4334 -0.9332 -0.058 0.246 -0.013 0.153
H -4.9715 3.0260 0.8823 0.042 0.014 0.002 0.209
O 0.9007 -2.8123 -1.5187 -0.015 0.147 -0.063 -0.749
H -0.8509 -4.7469 -1.7247 0.006 -0.036 0.005 0.210
C -1.0609 5.9752 0.9440 0.039 -0.013 -0.059 -0.239
H 0.2705 -6.1049 -1.4899 -0.001 0.016 -0.020 0.203
H -0.5587 -4.7670 2.0245 0.006 -0.025 -0.006 0.226
C 0.9963 -0.6065 3.1843 0.082 0.025 0.042 0.464
H -5.2307 3.3308 -1.5647 -0.007 -0.015 0.006 0.208
C 0.1496 3.8747 -0.4913 -0.027 0.032 -0.069 0.120
H -0.0352 -6.0369 0.9019 -0.025 0.026 0.011 0.202
H -2.9027 5.2670 0.0821 0.024 -0.002 0.008 0.203
N 2.3467 -0.5626 2.9192 0.027 -0.101 -0.054 -0.593
C -3.0721 0.7139 -1.5456 -0.116 -0.091 -0.042 -0.277
C -4.4357 2.3824 0.1951 -0.008 -0.037 -0.012 -0.183
C -3.9044 1.7065 -2.0412 -0.020 0.002 0.040 -0.205
H -4.0050 1.8325 -3.1122 -0.003 -0.020 -0.002 0.210
C 2.8676 -0.5660 1.6389 0.164 0.187 0.223 0.458
H 1.6349 -4.0076 2.4607 0.018 -0.008 -0.005 0.224
H 0.9226 6.4131 1.6340 -0.011 0.001 -0.025 0.203
H 1.9767 4.6028 0.3740 -0.038 -0.027 0.014 0.217
N -2.0093 -0.3972 0.3341 0.545 0.019 -0.067 -0.853
H -3.4606 1.2790 1.7679 -0.007 -0.007 -0.052 0.232
B 0.4731 -1.9933 -0.5059 0.174 0.619 -0.302 0.785
C 2.2945 2.6618 -1.1340 -0.055 0.022 -0.052 -0.611
H -0.6739 2.8225 -2.9008 0.034 -0.007 0.013 0.202
H 3.2435 -3.7842 -0.8940 -0.012 -0.037 -0.007 0.237
H -2.0543 -0.5393 1.3440 -0.221 -0.022 0.076 0.432
H -1.9995 -1.2734 -0.1664 -0.110 -0.027 -0.039 0.400
H -1.8583 3.4416 -1.1495 0.050 0.043 0.058 0.216
N 4.2353 -0.7786 0.0488 -0.154 0.096 0.086 -0.101
H 2.7061 -4.5024 -2.4092 -0.003 -0.018 0.040 0.214
C 0.9054 4.7334 0.3017 -0.030 0.068 0.019 -0.251
H -2.5187 0.0672 -2.2171 0.012 0.034 -0.009 0.224
C 0.1327 1.4417 -0.7190 -0.138 -0.805 -0.709 -0.276
H -1.5228 6.7843 1.4974 -0.005 -0.034 -0.001 0.202
N 2.2502 -0.1202 0.5422 -0.320 -0.244 -0.055 -0.419
C -3.6030 1.3936 0.6984 0.022 0.093 0.069 -0.274
H -1.2565 -4.8456 0.4076 0.027 -0.014 0.010 0.209
C -1.2307 4.0970 -0.5532 -0.003 -0.009 -0.005 -0.240
H 2.7556 -3.4987 1.1958 -0.026 -0.025 0.022 0.235
C 0.4069 2.7987 -2.7475 0.038 0.000 -0.090 -0.582
H 0.4596 -5.0090 -2.8729 -0.005 -0.019 0.020 0.215
H 2.6092 2.5692 -0.0938 0.009 0.004 -0.031 0.215
H 2.3746 -5.2231 1.4004 0.005 0.033 0.014 0.201
C 0.7683 -4.0612 0.5135 0.076 -0.026 -0.070 0.257
C -1.8292 5.1305 0.1492 0.060 -0.008 0.010 -0.204
C -2.9160 0.5513 -0.1704 -0.115 -0.007 0.026 0.256
H 0.8386 3.7097 -3.1734 -0.032 -0.027 -0.006 0.202
C 0.1868 -5.0670 -1.8181 -0.049 0.049 -0.038 -0.621
H 2.8049 -5.5088 -0.9495 0.002 0.031 -0.025 0.199
O 0.2912 -2.7106 0.6700 -0.150 0.016 -0.059 -0.780
N 4.0912 -0.9778 1.3855 0.150 -0.017 -0.149 -0.407
C 1.1126 -4.1521 -1.0281 -0.039 -0.013 0.077 0.228
C -4.5907 2.5494 -1.1750 0.029 -0.044 0.001 -0.261
H 2.9284 -1.0269 3.5972 -0.017 -0.013 0.017 0.417
N -1.1092 -0.4348 3.0002 0.095 0.016 0.076 -0.169
Mn 0.3020 -0.0248 0.3050 -0.304 -0.056 0.829 0.726
N 0.0564 -0.1968 2.3406 0.119 0.074 -0.279 -0.480
C -0.3403 -4.9904 0.9796 -0.064 -0.024 0.009 -0.627
N 3.1647 -0.2873 -0.4560 0.103 -0.226 0.111 -0.103
C 2.5593 -4.5131 -1.3275 0.064 0.035 0.008 -0.626
N -0.8443 -0.9338 4.1538 0.127 0.033 -0.084 -0.085
H 2.6768 1.7857 -1.6545 0.002 0.031 -0.002 0.248
C 0.7723 2.6947 -1.2579 0.189 0.073 0.433 -0.217
C 1.9659 -4.2106 1.4407 0.081 0.036 -0.013 -0.640

74
Properties=species:S:1:pos:R:3:forces:R:3:mulliken_charge:R:1 method="wB97M-V/def2-TZVPD" e_above_lowest_kcal_mol=57.05 homo_ev="-11.02 / -11.00" total_charge=+1 lumo_ev="-4.55 / -5.73" homo_lumo_gap_ev="6.47 / 5.27" multiplicity=2
H 2.8902 0.4241 4.7566 0.000 0.013 0.036 0.243
Ge 3.8321 0.0120 1.5895 0.096 0.012 -0.058 0.681
H 4.1346 -3.1043 2.0454 0.033 -0.082 -0.006 0.090
H -1.8820 6.1228 2.9158 0.149 0.072 0.002 0.406
C 0.9980 -5.3337 1.7515 -0.042 -0.022 0.027 -0.883
Se -3.1952 -2.9757 3.0022 0.017 0.931 -0.730 -0.413
O 0.2505 4.4422 6.0036 -0.201 -0.197 -0.116 -0.619
C 5.2391 -0.4766 2.8796 -0.173 -0.041 -0.078 -1.266
H 4.0331 -1.7698 -0.2532 -0.019 0.008 0.004 0.399
C 0.3564 -0.3782 6.8498 -0.009 -0.003 0.062 -0.487
C 3.8520 2.0012 1.5347 -0.049 -0.366 0.161 -1.322
C -1.9834 4.8638 4.6469 0.193 0.096 0.223 -0.320
C -0.3983 -1.1793 6.0035 -0.031 -0.052 -0.006 -0.818
N -0.6465 2.7010 0.8543 0.115 0.105 0.091 -0.223
C 0.4905 2.7069 3.0444 0.085 -0.117 0.334 0.737
H 3.6651 -0.2104 -1.0016 -0.018 0.036 0.024 0.319
C -0.4708 3.2421 2.0686 -0.191 0.098 -0.263 0.103
H -0.1334 -3.5318 2.0116 -0.047 -0.129 0.013 0.113
H 0.0286 -0.2196 7.8691 -0.005 0.056 -0.011 0.460
H 5.1463 -1.5088 3.2133 0.033 0.014 0.012 0.437
H -0.1877 4.1672 8.5660 -0.020 -0.043 0.027 0.320
N -0.8710 0.9883 -1.5912 -0.431 0.225 -0.571 -0.846
H 3.1649 2.4710 0.8327 -0.005 -0.014 -0.048 0.319
H 5.1891 0.1689 3.7560 -0.030 0.010 -0.012 0.423
C 1.9829 -3.1596 2.0799 0.034 0.401 -0.059 0.833
C 0.0358 -1.4137 4.7097 0.075 0.013 -0.085 -0.226
O -0.5812 6.7503 5.8199 -0.288 0.159 -0.025 -0.695
C 1.2202 -0.8413 4.2546 0.230 -0.018 -0.448 0.644
H 1.4407 2.4704 2.5613 -0.024 0.061 0.028 -0.611
C 1.9663 -0.0282 5.1034 -0.005 0.010 -0.123 0.232
H 2.1180 0.8362 7.0561 -0.020 -0.017 0.028 0.421
H 3.6905 2.4226 2.5270 -0.021 -0.024 0.005 0.384
H 0.6692 3.3771 3.8781 0.070 0.192 0.104 0.214
C -2.0915 4.3292 1.0799 0.180 -0.195 -0.187 0.034
C 4.2343 -0.6995 -0.2101 -0.063 -0.002 0.274 -1.097
H -1.7637 3.9565 9.3368 -0.054 0.016 -0.031 0.396
H -1.3606 3.0491 7.8692 0.016 -0.047 0.035 0.301
C -1.3364 5.2789 3.3116 0.290 0.061 0.483 -1.339
Se -0.3130 -0.7883 1.1652 0.294 -0.865 0.380 0.018
Sb -3.1844 -0.7178 2.1524 0.033 -0.676 1.833 0.748
H -1.9920 3.1284 -0.7620 -0.058 0.043 0.011 0.609
H 0.1168 -5.9539 1.6529 0.006 -0.013 0.019 0.429
C -1.6520 3.3723 0.2282 -0.238 0.140 -0.007 -0.635
H 0.0818 1.7842 3.4689 -0.036 -0.056 -0.026 -0.283
Se -3.0211 1.0941 3.7126 -0.057 -0.185 -0.705 -0.299
H 5.2939 -0.5462 -0.4165 -0.001 0.050 -0.004 0.433
O -3.6303 5.1872 -0.3119 0.061 0.076 0.185 -0.597
Se -4.2858 -0.1665 0.0387 -0.014 0.098 -0.227 -0.133
C 0.8578 -3.9708 1.9579 -0.002 0.145 0.012 0.049
H 4.8662 2.2689 1.2329 -0.004 -0.010 -0.051 0.473
H 2.3744 -6.9618 1.5147 -0.007 0.002 -0.024 0.388
H 4.3784 -5.5252 1.6861 -0.010 -0.019 0.013 0.411
C 2.2641 -5.8964 1.6667 0.016 0.004 -0.014 -0.460
Bi 0.6222 1.0822 -0.1854 0.373 0.658 -0.096 0.890
C -1.7715 0.7034 -2.3328 -0.036 -0.140 -0.039 0.771
N -3.1864 5.2295 0.8145 -0.151 -0.067 0.006 1.058
Ge 1.8140 -1.2330 2.4235 -0.200 -0.060 0.321 -0.981
C 3.2505 -3.7280 1.9720 -0.053 0.102 0.016 0.060
C 1.5335 0.2033 6.4010 0.036 0.052 0.042 -0.760
O -3.5966 5.9235 1.7257 -0.051 -0.048 -0.151 -0.624
H -1.3220 -1.6251 6.3490 0.002 0.002 -0.001 0.452
H -2.9099 5.4125 4.8064 -0.098 -0.091 -0.061 0.612
C -1.8146 5.1366 7.5415 0.126 -0.144 -0.347 -0.611
H -2.8462 4.9539 7.2384 -0.047 0.095 0.078 0.383
H -0.3075 5.5985 3.4816 0.045 -0.124 -0.115 0.589
H 6.2174 -0.3493 2.4161 -0.014 0.016 -0.048 0.486
H -1.7447 6.1031 8.0372 -0.050 0.039 -0.047 0.414
H -2.1692 3.7932 4.7126 0.025 -0.050 0.045 -0.009
S -0.8716 5.3552 6.0138 0.241 -0.143 -0.370 1.260
H -0.5471 -2.0438 4.0464 -0.091 -0.026 0.106 0.341
C -1.2473 4.0040 8.3791 0.049 -0.014 0.009 -1.089
N -1.3303 4.2639 2.2369 -0.190 -0.029 0.017 0.497
O -2.6485 0.4492 -3.0561 0.167 0.052 0.117 -0.462
C 3.3898 -5.0927 1.7689 0.065 -0.032 0.007 -0.770